Record 1
{"formula": "C12H16BCrN5O", "method": "ωB97M-V/def2-TZVPD", "energy_ha": -1885.1919, "e_above_lowest_kcal_mol": 25.4, "multiplicity": 6, "lumo_energy_ev": [3.2, 3.1], "gap_ha": [0.1776, 0.2856], "total_charge": -1, "symbols": ["Cr", "O", "N", "N", "N", "N", "N", "C", "C", "C", "C", "C", "C", "C", "C", "C", "C", "C", "C", "B", "H", "H", "H", "H", "H", "H", "H", "H", "H", "H", "H", "H", "H", "H", "H", "H"], "xyz": [[-1.72207, -0.63084, -0.06263], [-1.65052, 0.91616, 1.13496], [-0.84297, -1.99156, 1.31270], [-0.14558, 0.03906, -1.34013], [0.44554, -2.26846, 1.01421], [1.02712, -0.57987, -1.05774], [-0.83958, 1.99461, 0.95333], [2.01026, 0.00050, -1.76086], [0.12605, 1.00408, -2.20855], [0.88379, 4.00898, 0.06689], [1.36778, 2.83293, 0.69772], [-0.51595, 4.09509, -0.11746], [-0.05649, -3.44081, 2.83236], [1.48528, 1.02714, -2.52033], [0.93156, -3.13443, 1.91461], [-1.14813, -2.68483, 2.40165], [0.52253, 1.85480, 1.11947], [-2.66770, -2.02092, -1.36944], [-1.34910, 3.10335, 0.30663], [1.32191, -1.91285, -0.26713], [0.83066, 0.93484, 1.59306], [3.01892, -0.36284, -1.65849], [-2.13565, -2.59473, 2.82513], [1.95104, -3.47049, 1.82555], [0.01133, -4.09850, 3.68070], [2.00983, 1.70296, -3.17166], [-2.42263, 3.10829, 0.20186], [-0.66642, 1.65625, -2.53947], [2.42738, 2.67599, 0.85705], [-0.96920, 4.95349, -0.59891], [1.55171, 4.77280, -0.30078], [1.26417, -2.85238, -1.03111], [2.44309, -1.76942, 0.17127], [-1.91788, -2.70377, -1.79023], [-3.14643, -1.51676, -2.22181], [-3.43364, -2.64784, -0.89242]]}

---

Record 2
{"formula": "C4H13NOS", "method": "ωB97M-V/def2-TZVPD", "energy_ha": -688.3717, "smiles": "CSCCCN.O", "e_above_lowest_kcal_mol": 10.7, "lumo_energy_ev": 0.8, "gap_ha": 0.3440, "total_charge": 0, "symbols": ["S", "O", "N", "C", "C", "C", "C", "H", "H", "H", "H", "H", "H", "H", "H", "H", "H", "H", "H", "H"], "xyz": [[1.30855, -1.66865, -1.69180], [-2.65577, 0.64169, 1.12217], [0.10160, 0.99329, 2.06187], [-0.21561, -1.83677, -2.65571], [0.57288, -0.86881, -0.20526], [0.60415, 0.67597, -0.31055], [1.09000, 1.27946, 0.99180], [-0.91927, -2.35437, -2.03776], [1.26923, 0.95081, -1.12697], [-2.97081, 1.43425, 1.52709], [0.18281, 0.02498, 2.35206], [0.29214, 1.57645, 2.86713], [1.17381, -1.18119, 0.64585], [-0.39441, -1.33617, -0.11330], [-0.58807, -0.88210, -3.00197], [2.04387, 0.81800, 1.26807], [1.21094, 2.35694, 1.01557], [-0.39896, 1.07151, -0.47024], [-0.00845, -2.39173, -3.56921], [-1.69862, 0.69646, 1.33114]]}